Record 1
# C27H29F6GeN2O6OsP

A molecular structure, C27H29F6GeN2O6OsP (ωB97M-V/def2-TZVPD, the Open Molecules 2025 dataset).

Results
Net charge: +1
Energy above the lowest of the compared OMol25 structures with the same formula, charge and spin, kcal per mole: 33.2
HOMO level (alpha / beta), eV: -11.63 / -11.48
<S²>: 8.86
HOMO-LUMO gap (alpha / beta), eV: 8.29 / 5.25
2S+1: 6

```
73
Properties=species:S:1:pos:R:3:forces:R:3
Os 0.322303 -1.284504 -1.867175 0.2692 0.4627 0.5311
Ge 0.301866 1.740491 1.335277 0.3793 -0.6856 -0.2400
P -2.469371 -2.678890 -3.065028 -0.1846 -0.5261 -0.1731
F -3.670443 -2.934625 -2.064729 -0.0488 0.0456 0.0659
F -1.123054 -2.337727 -3.924141 0.1134 0.0136 -0.0127
F -1.518694 -3.657784 -2.131514 -0.1487 -0.0118 -0.0679
F -2.837113 -3.879070 -4.010247 0.0089 0.0045 0.0326
F -1.967932 -1.393987 -2.037769 0.4598 0.0707 0.3421
F -3.291136 -1.620272 -3.893514 -0.0461 0.1455 -0.0830
O -0.243998 -3.229059 0.239106 0.3003 -0.2449 0.1205
O 2.355608 0.098439 -1.890564 -0.0913 0.0534 0.3432
O 0.988370 0.257066 -0.182761 -0.2676 -0.4027 -0.2230
O 2.157126 -2.002806 -4.055773 0.0353 -0.0754 0.0255
O 0.427726 0.298957 -4.493121 -0.1408 0.1545 0.2684
O -0.547662 0.992119 -2.537646 0.2554 -0.1506 -0.4242
N 1.686654 -2.436562 -3.011432 -0.0572 0.2040 -0.2213
N 0.669090 -2.972232 -0.776681 -0.3987 0.3722 -0.1808
C 2.030886 -0.562315 5.075624 -0.0132 0.0078 -0.0388
C -2.997899 -0.698181 0.519980 0.0049 0.0073 0.0436
C -0.724710 5.762949 2.752472 -0.0435 -0.0282 0.1836
C 1.693840 2.793446 0.407598 -0.1229 -0.0198 -0.0220
C 2.960939 -4.530992 -3.259697 -0.1070 0.0048 -0.0173
C -1.473851 1.139536 0.763521 0.0990 0.5043 0.0711
C 2.706833 1.873332 -0.280312 -0.0836 0.0381 0.0465
C -0.338479 4.730224 1.904062 -0.0509 -0.1115 -0.1578
C 2.013666 0.672105 -0.845584 0.1389 -0.0436 -0.0927
C 1.316885 -3.981631 -1.340294 0.0694 0.1064 -0.1676
C 2.007986 -3.650303 -2.524019 -0.0253 -0.1712 0.0719
C -3.954502 0.170692 0.001317 0.0637 -0.0024 0.0397
C -2.430506 2.016407 0.253196 -0.0732 -0.2898 -0.0705
C 0.166575 -0.033677 3.647519 0.1162 -0.0276 0.0548
C -3.667318 1.519586 -0.145965 0.0340 0.0340 0.0282
C 1.241650 -5.363447 -0.813608 0.0561 -0.0708 0.1006
C -1.810935 4.180460 4.228213 0.1069 0.1284 0.0248
C -1.442973 3.131331 3.393593 0.0385 -0.0414 -0.1501
C 2.341804 0.877526 3.175932 -0.0358 -0.0397 0.0632
C 0.683342 -0.686097 4.758799 0.0136 0.0044 -0.0114
C 2.859953 0.223934 4.286720 0.0104 0.0077 -0.0261
C 0.992802 0.749425 2.838186 0.0386 0.0617 0.0986
C -1.751638 -0.223127 0.903086 -0.2300 0.1018 -0.0170
C -1.453849 5.487053 3.907131 0.0352 -0.0852 -0.0791
C -0.069184 1.423260 -5.276443 -0.0141 -0.0072 0.1147
C 0.082062 0.230333 -3.254790 -0.1387 -0.2149 -0.3513
C -0.654715 3.444145 2.297283 -0.3246 0.3211 0.4291
H 3.439942 1.492300 0.434395 0.0353 0.0290 -0.0090
H -1.737611 2.115199 3.625304 -0.0108 0.0740 -0.0753
H 3.000828 1.500237 2.578421 -0.0374 -0.0308 0.0738
H 3.908019 0.334565 4.540357 -0.0639 -0.0193 -0.0224
H -4.923409 -0.211485 -0.292707 0.0313 -0.0089 -0.0240
H 0.652951 1.569086 -6.068832 0.0455 -0.0112 -0.0347
H -0.886335 -0.145048 3.414726 0.0264 0.0168 0.0335
H 2.174601 3.437854 1.142102 -0.0204 0.0405 -0.0196
H -2.220958 3.073774 0.152914 0.0021 -0.0190 -0.0078
H -2.395018 3.966924 5.116114 0.0521 0.0406 -0.0499
H -0.154600 2.307321 -4.651564 0.0189 0.0227 0.0250
H -3.217536 -1.755770 0.607857 -0.0117 0.0521 -0.0348
H 2.426624 -5.211160 -3.929533 0.0389 0.0338 0.0244
H 3.563863 -5.122585 -2.572782 -0.0159 0.0118 -0.0105
H 1.007154 -5.369872 0.246725 -0.0092 -0.0073 0.0331
H -4.407272 2.192392 -0.562520 0.0204 -0.0417 0.0254
H 2.434792 -1.078338 5.938019 -0.0258 0.0410 -0.0177
H -1.760544 6.300532 4.552490 -0.0213 -0.0246 -0.0435
H 2.175301 -5.892835 -0.987496 -0.0093 -0.0090 -0.0184
H 3.616069 -3.915340 -3.869516 0.0439 0.0031 -0.0145
H 3.254018 2.369976 -1.076887 0.0554 0.0549 -0.0243
H 1.187851 3.425798 -0.324118 0.0832 0.0126 -0.0305
H 0.220841 4.951573 1.003705 -0.0819 -0.0237 0.0322
H 0.033327 -1.288951 5.381727 0.0309 0.0143 -0.0374
H -0.913444 -3.817986 -0.153032 -0.1001 0.1589 -0.0890
H -0.456911 6.781276 2.496798 0.0019 -0.0501 0.0515
H -1.007702 -0.911731 1.287689 -0.0328 0.0337 -0.0224
H 0.454010 -5.897295 -1.355094 0.0033 0.0100 0.0267
H -1.036856 1.144064 -5.681068 -0.0492 -0.0082 -0.0122
```
Positions in Å, forces in eV/Å.

Okay, here come the Mulliken numbers, in e, for every atom: number 1, Os, carries 1.719; number 2, Ge, carries 2.047; number 3, P, carries 1.297; number 4, F, carries -0.363; number 5, F, carries -0.364; number 6, F, carries -0.408; number 7, F, carries -0.319; number 8, F, carries -0.677; number 9, F, carries -0.378; number 10, O, carries -0.414; number 11, O, carries -0.704; number 12, O, carries -0.644; number 13, O, carries -0.634; number 14, O, carries -0.327; number 15, O, carries -0.436; number 16, N, carries 0.668; number 17, N, carries 0.437; number 18, C, carries -0.566; number 19, C, carries -0.988; number 20, C, carries -0.748; number 21, C, carries -1.402; number 22, C, carries -1.690; number 23, C, carries 0.759; number 24, C, carries -0.971; number 25, C, carries -0.104; number 26, C, carries 0.584; number 27, C, carries 0.496; number 28, C, carries 0.548; number 29, C, carries -0.804; number 30, C, carries -0.251; number 31, C, carries 0.289; number 32, C, carries -0.904; number 33, C, carries -1.738; number 34, C, carries -0.841; number 35, C, carries -0.168; number 36, C, carries -0.589; number 37, C, carries -1.015; number 38, C, carries -0.800; number 39, C, carries 0.927; number 40, C, carries -0.254; number 41, C, carries -0.550; number 42, C, carries -0.774; number 43, C, carries 0.714; number 44, C, carries -0.173; number 45, H, carries 0.379; number 46, H, carries 0.335; number 47, H, carries 0.166; number 48, H, carries 0.431; number 49, H, carries 0.450; number 50, H, carries 0.258; number 51, H, carries 0.293; number 52, H, carries 0.485; number 53, H, carries 0.423; number 54, H, carries 0.432; number 55, H, carries 0.339; number 56, H, carries 0.457; number 57, H, carries 0.305; number 58, H, carries 0.436; number 59, H, carries 0.369; number 60, H, carries 0.440; number 61, H, carries 0.403; number 62, H, carries 0.414; number 63, H, carries 0.453; number 64, H, carries 0.430; number 65, H, carries 0.414; number 66, H, carries 0.513; number 67, H, carries 0.396; number 68, H, carries 0.447; number 69, H, carries 0.379; number 70, H, carries 0.431; number 71, H, carries 0.586; number 72, H, carries 0.337; number 73, H, carries 0.311

---

Record 2
# C27H29FN4O4

C27H29FN4O4 in the gas phase (ωB97M-V/def2-TZVPD, the Open Molecules 2025 dataset).

Results
SMILES: CCOC(=O)c1ccc(N2CCN(c3ccccc3F)CC2)c(NC(=O)Nc2cccc(OC)c2)c1
Energy above the lowest of the compared OMol25 structures with the same formula, charge and spin, kcal per mole: 38.1
HOMO level, eV: -7.93
HOMO-LUMO gap, eV: 8.41

```
65
Properties=species:S:1:pos:R:3:forces:R:3
F -0.375323 -2.049161 2.397839 0.0309 0.1641 0.0163
O -4.033109 -2.418721 -1.588237 0.3299 -0.1021 -0.0012
O 2.893198 -2.191003 -1.605673 0.4100 -0.2225 -0.0017
O -5.080014 -0.563265 -0.888419 0.1545 -0.1038 -0.0248
O 4.055288 4.287180 -2.486886 0.2485 -0.2631 -0.0221
N 2.087867 -0.044106 -1.756918 -0.3584 0.0113 -0.2625
N 1.016132 0.612533 0.730050 -0.0214 0.1768 -0.0052
N 0.374233 0.645450 3.236293 0.2262 0.0102 0.1392
N 0.800111 -1.756866 -0.911044 -0.1772 -0.4310 0.0935
C 5.395395 2.370412 -2.532278 -0.0148 0.1887 -0.0169
C -5.067784 -4.348763 -2.540760 0.1429 0.4095 0.1931
C -0.203782 0.219026 0.199256 -0.1274 -0.1726 -0.1169
C 1.173901 1.930256 1.300709 -0.0061 0.0693 -0.0266
C -2.603094 -1.585530 2.862963 0.0884 0.0607 0.0122
C -5.296788 -2.966417 -1.959286 -0.5381 -0.1249 -0.1212
C 3.221593 0.720470 -2.027738 0.4196 -0.1022 -0.0339
C 1.810633 -0.348527 1.476075 0.1649 -0.2355 0.1359
C -2.592458 0.547042 -0.083711 -0.1091 -0.2091 -0.1453
C -1.294071 -1.148957 2.847798 -0.1288 -0.0202 0.0643
C -1.561594 -1.431728 -0.948734 -0.2453 0.2102 0.0833
C 1.531800 -0.184781 2.995824 0.1712 -0.1476 0.0513
C 0.619609 1.989082 2.755135 -0.0175 0.1294 -0.0249
C -1.364084 0.991328 0.346386 0.0403 0.0454 -0.1371
C -0.918485 0.141701 3.240475 -0.3347 -0.2273 0.2199
C -3.612799 -0.743632 3.285791 -0.0127 -0.0348 -0.0104
C 2.803052 4.910321 -2.355190 -0.1998 0.0880 0.0152
C 5.560778 1.004939 -2.433365 -0.1140 0.2588 0.0127
C 3.042539 2.101301 -2.125552 -0.1246 0.2485 -0.0036
C -1.965167 0.949774 3.708595 0.0259 -0.0913 -0.0235
C 4.125422 2.928988 -2.378816 0.1470 -0.1253 0.0028
C -3.277486 0.526642 3.720997 -0.0794 0.0573 -0.0526
C 2.016356 -1.372366 -1.439173 -0.2712 0.1973 -0.1437
C -4.057934 -1.187885 -1.055151 -0.4305 0.1384 -0.0040
C -0.313176 -0.974447 -0.560073 -0.1071 0.3257 0.0217
C 4.485790 0.168542 -2.182816 -0.0687 -0.2953 0.0522
C -2.715242 -0.698738 -0.692599 0.4122 0.0940 0.1150
H 2.987232 5.975042 -2.489998 -0.0679 -0.0636 0.0194
H -4.044429 1.195492 4.080783 -0.0669 0.0693 0.0392
H -4.424002 -4.285657 -3.414025 0.0371 -0.0509 -0.1080
H 6.544783 0.578370 -2.554988 0.0905 -0.0390 -0.0119
H -5.771504 -2.299380 -2.688173 0.0463 -0.0906 0.1527
H 4.615448 -0.897061 -2.107139 -0.0024 -0.0421 -0.0177
H 2.048087 2.504027 -2.000843 -0.0974 0.0880 0.0081
H 1.232290 0.483465 -1.662387 0.1584 -0.1263 0.0457
H -1.734074 1.934535 4.084582 0.0678 0.0664 0.0381
H -3.479814 1.137432 0.079977 -0.0911 0.0610 0.0344
H 1.351204 2.469995 3.414268 -0.0815 0.0563 -0.0629
H 2.248383 2.139586 1.298381 -0.0716 0.0567 -0.0324
H 0.659778 -2.757727 -0.914015 0.1871 0.1292 -0.0231
H -6.019010 -4.784892 -2.831330 -0.0864 -0.0585 -0.0343
H -4.592228 -4.990933 -1.804211 0.0228 -0.1180 0.0419
H -5.939124 -3.006937 -1.071931 0.0774 0.0469 -0.1563
H -2.809396 -2.588220 2.522685 0.0089 -0.1192 -0.0555
H 2.098246 4.567223 -3.119905 0.0190 -0.0001 0.0403
H 2.868759 -0.168612 1.258711 -0.0081 -0.0511 -0.0037
H -4.638007 -1.075451 3.280433 -0.1122 -0.0509 0.0077
H 2.378461 0.314759 3.479047 -0.0268 -0.0525 -0.0022
H -1.635158 -2.372236 -1.472581 0.0226 -0.0815 -0.0932
H -1.318978 1.938388 0.857117 0.0496 0.0755 0.1201
H 6.226247 3.028151 -2.728848 0.1085 0.0870 -0.0289
H 1.562427 -1.358247 1.165992 0.0731 0.1316 0.0387
H 1.402253 -1.153478 3.473617 0.0803 0.0857 -0.0164
H -0.299507 2.569578 2.787668 0.0648 -0.0073 0.0313
H 0.687376 2.670832 0.664865 0.0680 0.0324 0.0176
H 2.371575 4.742968 -1.361949 0.0047 -0.0094 -0.0394
```
Positions in Å, forces in eV/Å.

Okay, here come the natural (NBO) numbers, in e, for every atom: number 1, F, carries -0.353; number 2, O, carries -0.517; number 3, O, carries -0.640; number 4, O, carries -0.601; number 5, O, carries -0.492; number 6, N, carries -0.612; number 7, N, carries -0.444; number 8, N, carries -0.433; number 9, N, carries -0.659; number 10, C, carries -0.290; number 11, C, carries -0.623; number 12, C, carries 0.160; number 13, C, carries -0.244; number 14, C, carries -0.273; number 15, C, carries -0.068; number 16, C, carries 0.180; number 17, C, carries -0.245; number 18, C, carries -0.140; number 19, C, carries 0.395; number 20, C, carries -0.182; number 21, C, carries -0.232; number 22, C, carries -0.220; number 23, C, carries -0.269; number 24, C, carries 0.099; number 25, C, carries -0.230; number 26, C, carries -0.251; number 27, C, carries -0.166; number 28, C, carries -0.325; number 29, C, carries -0.240; number 30, C, carries 0.318; number 31, C, carries -0.204; number 32, C, carries 0.797; number 33, C, carries 0.790; number 34, C, carries 0.147; number 35, C, carries -0.284; number 36, C, carries -0.195; number 37, H, carries 0.201; number 38, H, carries 0.216; number 39, H, carries 0.213; number 40, H, carries 0.215; number 41, H, carries 0.189; number 42, H, carries 0.255; number 43, H, carries 0.204; number 44, H, carries 0.407; number 45, H, carries 0.213; number 46, H, carries 0.240; number 47, H, carries 0.198; number 48, H, carries 0.211; number 49, H, carries 0.416; number 50, H, carries 0.217; number 51, H, carries 0.211; number 52, H, carries 0.187; number 53, H, carries 0.229; number 54, H, carries 0.176; number 55, H, carries 0.203; number 56, H, carries 0.220; number 57, H, carries 0.193; number 58, H, carries 0.230; number 59, H, carries 0.217; number 60, H, carries 0.223; number 61, H, carries 0.238; number 62, H, carries 0.228; number 63, H, carries 0.209; number 64, H, carries 0.211; number 65, H, carries 0.170